The following is a DFT calculation (wB97M-V/def2-TZVPD) of the molecule C7H6O2 in a non-equilibrium geometry.

The geometry in XYZ format:
```
15
Properties=species:S:1:pos:R:3:lowdin_charge:R:1
C -2.167 -1.601 0.067 -0.0373
C -1.842 -0.170 0.191 -0.3812
O -2.663 0.602 0.588 0.1078
C -0.332 0.293 -0.161 -0.1629
C 0.089 1.605 -0.327 0.0591
C 1.363 2.025 -0.229 -0.1374
C 2.232 1.054 0.302 -0.0657
C 1.907 -0.259 -0.077 -0.0681
O 0.635 -0.663 -0.304 0.0179
H -1.503 -2.268 0.582 0.0685
H -2.334 -1.936 -0.979 0.1001
H -3.155 -1.957 0.538 0.1147
H 1.857 2.947 -0.533 0.1024
H 3.331 1.441 0.524 0.1487
H 2.581 -1.114 -0.182 0.1334
```

Properties
SMILES string: CC(=O)C1=C=CC=CO1
DFT total energy in Eh: -420.64683
F_max in eV Å⁻¹: 3.381
Orbital gap (spin up / spin down) in eV: 7.68 / 7.68
Total charge: 0

---

The following is a DFT calculation (wB97M-V/def2-TZVPD) of the molecule C7H6O3S in a non-equilibrium geometry.

The geometry in XYZ format:
```
17
Properties=species:S:1:pos:R:3:lowdin_charge:R:1
C -2.018 2.614 -0.537 -0.0027
C -3.193 3.077 -0.288 -0.1598
C -1.481 1.271 -0.086 -0.4516
C -2.300 0.167 0.492 0.1368
C -0.634 0.417 -1.108 -0.1365
C -0.151 -0.709 -0.283 -0.6087
C 0.793 -0.422 0.795 -0.1076
O -0.298 -2.809 1.014 -0.5367
O -1.395 0.808 1.218 0.0042
O -4.246 3.309 0.146 0.2073
S -0.813 -2.210 -0.224 0.9931
H -1.459 2.940 -1.327 0.0828
H -1.382 0.104 -1.953 0.1652
H 0.120 1.043 -1.525 0.1050
H 0.361 -0.573 1.884 0.1452
H 0.969 0.592 0.737 0.0547
H 1.777 -0.923 0.801 0.1095
```

Properties
DFT total energy in Eh: -893.99129
F_max in eV Å⁻¹: 3.400
Orbital gap in eV: 8.56
Total charge: 0

---

The following is a DFT calculation (wB97M-V/def2-TZVPD) of the molecule C7H6O3S in a non-equilibrium geometry.

The geometry in XYZ format:
```
17
Properties=species:S:1:pos:R:3:lowdin_charge:R:1
C -0.456 -0.234 1.371 -0.1217
C 0.367 0.180 -1.416 -0.5328
C 0.086 0.028 0.172 -0.0012
C -2.335 0.740 2.299 0.0194
C 2.778 -0.528 -1.252 0.0443
C -1.379 -0.148 2.421 -0.1405
C 1.794 0.171 -1.837 -0.1243
O 0.863 -0.889 1.033 -0.0750
O -0.482 1.052 -2.123 -0.2429
O -1.949 -0.972 -1.540 -0.4201
S -0.928 -0.488 -2.395 1.0147
H -3.235 0.873 2.963 0.0834
H -2.482 1.387 1.413 0.0860
H 3.863 -0.340 -1.564 0.0884
H 2.729 -0.952 -0.229 0.0682
H -1.083 -0.567 3.458 0.1531
H 1.847 0.688 -2.773 0.1007
```

Properties
DFT total energy in Eh: -893.96116
F_max in eV Å⁻¹: 5.641
Orbital gap (spin up / spin down) in eV: 7.36 / 7.36
Total charge: 0

---

Relative energy (zero: lowest compared OMol25 entry of this formula, charge and spin) values (in kJ/mol) by entry order: 372.6; 595.6; 674.7.